Entry 1:
ORCA calculation (ωB97M-V with the def2-TZVPD basis set) on a structure of composition C16H16N2O3PPdS2.

The LUMO energy comes out at 2.53 eV. The value obtained for the highest occupied orbital energy is -4.86 eV. Its electronic energy is -60418.6300 eV. The value obtained for the frontier orbital gap is 7.4 eV. The relative energy (zero: lowest compared OMol25 entry of this formula, charge and spin) is 11.16 kcal/mol.

```
! wB97M-V def2-TZVPD RIJCOSX def2/J DEFGRID3
* xyz -1 1
Pd -0.1558 1.2568 0.7812
N 1.6583 -0.6298 -0.1927
C 2.4869 -0.5223 1.0052
C 1.6412 -0.5678 2.2822
O 1.9182 -1.3946 3.1597
N 0.6715 0.3498 2.3516
C -0.3384 0.2069 3.3860
C -1.7368 0.1157 2.7703
O -2.7008 -0.2665 3.4088
O -1.8147 0.4705 1.5106
H 1.2796 -1.5590 -0.3184
H 2.1538 -0.3570 -1.0298
H 2.9764 0.4541 0.9714
H 3.2551 -1.2934 1.1035
H -0.3352 1.0846 4.0429
H -0.1406 -0.6655 4.0084
S 1.7075 2.7829 0.0455
P -0.0013 3.7490 -0.3431
S -1.3799 2.4347 -0.9327
C -0.5652 4.6593 1.1274
C 0.0474 5.8601 1.4741
C -0.3239 6.5216 2.6339
C -1.3094 5.9845 3.4528
C -1.9266 4.7918 3.1046
C -1.5598 4.1286 1.9416
C 0.2300 5.0741 -1.5727
C 1.4342 5.2348 -2.2425
C 1.5706 6.2307 -3.2018
C 0.5021 7.0636 -3.4952
C -0.7078 6.9016 -2.8298
C -0.8433 5.9104 -1.8726
H 0.8233 6.2760 0.8416
H 0.1585 7.4537 2.9008
H -1.5953 6.4980 4.3626
H -2.6961 4.3683 3.7375
H -2.0441 3.2006 1.6598
H 2.2610 4.5753 -2.0072
H 2.5133 6.3521 -3.7206
H 0.6085 7.8391 -4.2437
H -1.5449 7.5494 -3.0582
H -1.7863 5.7805 -1.3536
*
```



Entry 2:
ORCA calculation (ωB97M-V with the def2-TZVPD basis set) on the molecule C16H16N2O5S.

The LUMO energy comes out at -0.44 eV. The value obtained for the highest occupied orbital energy is -8.14 eV. Its electronic energy is -40903.3598 eV. The value obtained for the frontier orbital gap is 7.7 eV. The relative energy (zero: lowest compared OMol25 entry of this formula, charge and spin) is 59.91 kcal/mol.

```
! wB97M-V def2-TZVPD RIJCOSX def2/J DEFGRID3
* xyz 0 1
C 0.9942 -5.8858 2.6391
C 0.7439 -4.6227 2.9247
C -0.6297 -4.0763 3.1751
N -0.8940 -2.9268 2.3335
C -1.1257 -1.7050 2.8234
O -1.1843 -1.4475 4.0213
C -1.3131 -0.6609 1.7929
O -1.1487 -1.0133 0.5034
N -1.3319 0.0666 -0.2834
C -1.6102 1.0873 0.4829
C -1.8022 2.4468 -0.0581
S -0.2384 3.3980 0.0852
C 0.6392 3.0442 -1.4147
C 1.6726 3.9239 -1.7336
C 2.4064 3.7175 -2.8811
C 2.1292 2.6527 -3.7261
C 1.1032 1.7742 -3.4020
O 0.7395 0.6902 -4.1425
C 1.4424 0.4218 -5.3306
C 0.3594 1.9699 -2.2361
C -1.6213 0.6829 1.8607
C -1.9815 1.5750 3.0066
O -2.4077 2.6830 2.8043
O -1.8323 1.0945 4.2234
H 1.9959 -6.2448 2.4803
H 0.2067 -6.6182 2.5672
H 1.5435 -3.8981 2.9967
H -1.3871 -4.8442 2.9906
H -0.7158 -3.7287 4.2097
H -0.8310 -3.0512 1.3334
H -2.1019 2.4296 -1.1029
H -2.5085 3.0013 0.5580
H 1.8819 4.7551 -1.0793
H 3.2064 4.3973 -3.1337
H 2.7169 2.5221 -4.6204
H 2.5032 0.2309 -5.1371
H 1.3465 1.2419 -6.0497
H 0.9861 -0.4753 -5.7463
H -0.4091 1.2499 -2.0063
H -1.5427 0.1422 4.2713
*
```



Entry 3:
ORCA calculation (ωB97M-V with the def2-TZVPD basis set) on a structure of composition C16H16N2O6Os.

The LUMO energy (spin up / spin down) comes out at -1.09 / -1.06 eV. The value obtained for the highest occupied orbital energy (spin up / spin down) is -8.37 / -8.37 eV. Its electronic energy is -34581.9887 eV. The value obtained for the frontier orbital gap (spin up / spin down) is 7.3 / 7.3 eV. The relative energy (zero: lowest compared OMol25 entry of this formula, charge and spin) is 44.63 kcal/mol.

```
! wB97M-V def2-TZVPD RIJCOSX def2/J DEFGRID3
* xyz 0 1
Os 0.0047 -0.9027 -1.3156
O -2.7518 4.0380 1.6710
C -2.1060 3.0104 1.0987
C -0.9736 3.1958 0.3054
C -0.3746 2.0950 -0.2736
N -0.8422 0.8652 -0.0911
C -1.9017 0.6676 0.6866
C -2.5633 1.7064 1.3060
C -2.3230 -0.8089 0.8940
O -3.2549 -1.0316 1.6425
O -1.6165 -1.6432 0.2601
C 0.8843 2.2051 -1.1608
O 1.3385 3.3105 -1.3897
O 1.3210 1.0870 -1.5658
H -2.3275 4.8714 1.4252
H -0.5451 4.1709 0.1340
H -3.4027 1.4917 1.9460
C 3.3509 -1.6249 3.9301
C 2.7527 -1.6956 2.5661
C 3.1963 -0.8862 1.5262
C 2.5637 -0.9326 0.3021
N 1.5075 -1.7199 0.0571
C 1.1252 -2.5579 1.0309
C 1.7135 -2.5766 2.2772
H 4.0918 -0.8310 3.9890
H 3.8219 -2.5723 4.1900
H 2.5718 -1.4359 4.6682
H 4.0190 -0.2055 1.6730
H 2.8956 -0.2949 -0.5065
H 0.2996 -3.2174 0.8013
H 1.3527 -3.2556 3.0318
C -0.1501 0.6706 -4.2536
O -1.2673 -0.1598 -3.9881
C -1.2884 -0.8960 -2.8900
C -2.6227 -1.5868 -2.7853
H -0.3165 1.6584 -3.8129
H -0.0671 0.7577 -5.3369
H 0.7763 0.2531 -3.8343
H -3.1226 -1.6342 -3.7534
H -3.2513 -1.0074 -2.1033
H -2.5180 -2.5779 -2.3516
*
```



Among the records above, which one has the lowest relative energy (zero: lowest compared OMol25 entry of this formula, charge and spin)?
C16H16N2O3PPdS2



What is the formula in the third record?
C16H16N2O6Os



What is the formula in the third record?
C16H16N2O6Os



Which formula does entry 1 have?
C16H16N2O3PPdS2